(1)
{
  "formula": "C40H54BClIN9OSTi",
  "method": "ωB97M-V with the def2-TZVPD basis set",
  "symbols": ["Ti", "C", "C", "C", "C", "C", "C", "C", "C", "C", "N", "N", "B", "N", "N", "C", "C", "C", "C", "C", "C", "C", "C", "C", "N", "N", "C", "C", "C", "C", "C", "C", "C", "C", "C", "H", "H", "H", "H", "H", "H", "H", "H", "H", "H", "H", "H", "H", "H", "H", "H", "H", "H", "H", "H", "H", "H", "H", "H", "H", "H", "H", "H", "H", "H", "H", "H", "H", "H", "H", "H", "H", "H", "H", "H", "H", "H", "H", "H", "H", "H", "Cl", "C", "C", "C", "I", "C", "O", "C", "N", "C", "C", "C", "C", "H", "H", "H", "H", "S", "C", "N", "C", "C", "C", "N", "H", "H", "H", "H"],
  "xyz": [[0.619, -0.527, -0.676], [1.756, 0.271, -3.599], [2.653, 1.392, -3.084], [4.105, 0.936, -2.943], [2.102, 2.013, -1.832], [2.286, 3.306, -1.370], [1.455, 3.453, -0.262], [1.286, 4.675, 0.590], [0.764, 5.841, -0.254], [2.619, 5.035, 1.253], [0.804, 2.293, -0.076], [1.219, 1.398, -1.028], [-0.413, 1.927, 0.823], [-0.022, 0.785, 1.789], [0.375, -0.431, 1.293], [0.694, -1.228, 2.344], [0.480, -0.518, 3.506], [0.043, 0.753, 3.123], [-0.217, 1.939, 4.002], [-0.704, 1.509, 5.383], [1.064, 2.776, 4.098], [1.237, -2.616, 2.197], [2.726, -2.623, 2.564], [0.458, -3.607, 3.063], [-1.530, 1.438, -0.128], [-1.227, 0.509, -1.099], [-2.203, 0.567, -2.021], [-3.165, 1.480, -1.606], [-2.712, 2.016, -0.413], [-3.443, 3.034, 0.418], [-3.681, 2.560, 1.853], [-2.822, 4.433, 0.354], [-2.173, -0.135, -3.349], [-1.430, -1.454, -3.309], [-3.580, -0.345, -3.905], [2.071, -0.055, -4.591], [0.713, 0.586, -3.665], [1.840, -0.624, -2.965], [2.633, 2.194, -3.827], [4.183, 0.080, -2.275], [4.734, 1.732, -2.546], [4.500, 0.646, -3.918], [2.919, 4.061, -1.806], [0.557, 4.451, 1.369], [1.484, 6.110, -1.029], [0.611, 6.717, 0.375], [-0.181, 5.597, -0.739], [3.364, 5.302, 0.501], [3.018, 4.206, 1.840], [2.488, 5.892, 1.913], [-0.761, 2.862, 1.451], [0.627, -0.869, 4.512], [-0.990, 2.548, 3.535], [0.064, 0.945, 5.915], [-1.603, 0.896, 5.321], [-0.933, 2.389, 5.983], [1.864, 2.201, 4.568], [0.886, 3.665, 4.703], [1.409, 3.093, 3.113], [1.118, -2.914, 1.153], [2.851, -2.449, 3.634], [3.279, -1.847, 2.035], [3.169, -3.592, 2.328], [0.554, -3.355, 4.120], [0.858, -4.613, 2.927], [-0.599, -3.613, 2.801], [-4.082, 1.737, -2.106], [-4.421, 3.106, -0.063], [-2.760, 2.560, 2.433], [-4.096, 1.551, 1.872], [-4.385, 3.228, 2.349], [-1.858, 4.478, 0.859], [-3.486, 5.147, 0.842], [-2.686, 4.755, -0.679], [-1.645, 0.546, -4.028], [-1.982, -2.176, -2.710], [-0.416, -1.352, -2.911], [-1.307, -1.858, -4.316], [-4.172, -0.961, -3.224], [-3.527, -0.854, -4.867], [-4.106, 0.595, -4.061], [4.982, -5.920, -1.484], [4.263, -4.384, -1.193], [5.030, -3.348, -0.743], [4.470, -2.073, -0.483], [5.634, -0.572, 0.325], [3.134, -1.886, -0.718], [2.440, -0.757, -0.532], [2.336, -2.945, -1.173], [1.011, -2.627, -1.293], [0.185, -3.613, -1.634], [0.628, -4.911, -1.897], [1.961, -5.224, -1.797], [2.865, -4.221, -1.408], [6.086, -3.506, -0.570], [-0.869, -3.392, -1.681], [-0.104, -5.657, -2.172], [2.318, -6.226, -1.996], [-1.993, -2.172, 0.539], [-3.174, -3.204, -0.061], [-4.264, -3.474, 0.731], [-5.279, -4.278, 0.358], [-5.241, -4.866, -0.868], [-4.114, -4.578, -1.654], [-3.126, -3.793, -1.279], [-4.276, -3.026, 1.638], [-6.078, -4.409, 1.073], [-6.029, -5.515, -1.213], [-4.023, -5.018, -2.642]],
  "gap_ev": 6.466,
  "e_homo_ev": -13.2,
  "total_charge": 2,
  "lumo_energy_ev": -6.74,
  "spin_multiplicity": 1,
  "e_above_lowest_kj_mol": 154.07
}

(2)
{
  "formula": "C90H225N15",
  "method": "ωB97M-V with the def2-TZVPD basis set",
  "symbols": ["C", "C", "N", "C", "C", "C", "C", "H", "H", "H", "H", "H", "H", "H", "H", "H", "H", "H", "H", "H", "H", "H", "C", "C", "N", "C", "C", "C", "C", "H", "H", "H", "H", "H", "H", "H", "H", "H", "H", "H", "H", "H", "H", "H", "C", "C", "N", "C", "C", "C", "C", "H", "H", "H", "H", "H", "H", "H", "H", "H", "H", "H", "H", "H", "H", "H", "C", "C", "N", "C", "C", "C", "C", "H", "H", "H", "H", "H", "H", "H", "H", "H", "H", "H", "H", "H", "H", "H", "C", "C", "N", "C", "C", "C", "C", "H", "H", "H", "H", "H", "H", "H", "H", "H", "H", "H", "H", "H", "H", "H", "C", "C", "N", "C", "C", "C", "C", "H", "H", "H", "H", "H", "H", "H", "H", "H", "H", "H", "H", "H", "H", "H", "C", "C", "N", "C", "C", "C", "C", "H", "H", "H", "H", "H", "H", "H", "H", "H", "H", "H", "H", "H", "H", "H", "C", "C", "N", "C", "C", "C", "C", "H", "H", "H", "H", "H", "H", "H", "H", "H", "H", "H", "H", "H", "H", "H", "C", "C", "N", "C", "C", "C", "C", "H", "H", "H", "H", "H", "H", "H", "H", "H", "H", "H", "H", "H", "H", "H", "C", "C", "N", "C", "C", "C", "C", "H", "H", "H", "H", "H", "H", "H", "H", "H", "H", "H", "H", "H", "H", "H", "C", "C", "N", "C", "C", "C", "C", "H", "H", "H", "H", "H", "H", "H", "H", "H", "H", "H", "H", "H", "H", "H", "C", "C", "N", "C", "C", "C", "C", "H", "H", "H", "H", "H", "H", "H", "H", "H", "H", "H", "H", "H", "H", "H", "C", "C", "N", "C", "C", "C", "C", "H", "H", "H", "H", "H", "H", "H", "H", "H", "H", "H", "H", "H", "H", "H", "C", "C", "N", "C", "C", "C", "C", "H", "H", "H", "H", "H", "H", "H", "H", "H", "H", "H", "H", "H", "H", "H", "C", "C", "N", "C", "C", "C", "C", "H", "H", "H", "H", "H", "H", "H", "H", "H", "H", "H", "H", "H", "H", "H"],
  "xyz": [[7.619, -3.912, -1.027], [6.555, -4.564, -0.120], [5.391, -3.679, 0.137], [4.661, -3.423, -1.062], [3.430, -2.561, -0.945], [4.501, -4.304, 1.153], [5.122, -4.491, 2.548], [8.457, -4.609, -0.999], [7.953, -2.928, -0.699], [7.328, -3.871, -2.077], [6.236, -5.511, -0.557], [6.988, -4.876, 0.830], [5.271, -2.879, -1.783], [4.397, -4.333, -1.601], [2.624, -3.062, -0.409], [3.712, -1.658, -0.403], [2.980, -2.310, -1.905], [4.072, -5.223, 0.753], [3.642, -3.641, 1.256], [5.657, -5.412, 2.779], [4.373, -4.414, 3.336], [5.765, -3.623, 2.695], [-8.338, 2.668, -0.876], [-7.610, 2.187, -2.172], [-6.122, 2.123, -2.175], [-5.619, 1.387, -1.012], [-4.123, 1.515, -0.883], [-5.641, 1.631, -3.435], [-6.072, 2.489, -4.645], [-8.028, 3.642, -0.498], [-8.179, 1.984, -0.042], [-9.379, 2.770, -1.185], [-7.979, 1.225, -2.529], [-7.919, 2.855, -2.976], [-6.017, 1.800, -0.085], [-5.800, 0.313, -0.996], [-3.608, 0.876, -1.601], [-3.842, 2.560, -1.014], [-3.790, 1.200, 0.106], [-5.815, 0.570, -3.615], [-4.553, 1.705, -3.444], [-7.104, 2.318, -4.951], [-5.507, 2.229, -5.540], [-5.951, 3.557, -4.468], [-6.372, 6.574, 5.011], [-5.690, 5.284, 5.526], [-5.384, 4.213, 4.525], [-4.440, 4.715, 3.539], [-4.336, 3.758, 2.343], [-4.848, 3.041, 5.254], [-5.947, 2.409, 6.058], [-6.665, 7.226, 5.834], [-7.244, 6.204, 4.471], [-5.622, 7.092, 4.412], [-4.775, 5.477, 6.087], [-6.378, 4.977, 6.314], [-4.805, 5.680, 3.187], [-3.492, 4.910, 4.042], [-5.324, 3.553, 1.932], [-3.677, 4.100, 1.546], [-3.844, 2.855, 2.706], [-4.002, 3.354, 5.865], [-4.450, 2.335, 4.525], [-5.601, 1.448, 6.438], [-6.803, 2.174, 5.424], [-6.241, 2.916, 6.977], [-5.087, -1.729, 1.503], [-4.828, -1.051, 2.928], [-3.526, -1.500, 3.470], [-3.498, -2.972, 3.623], [-2.246, -3.478, 4.313], [-3.012, -0.686, 4.597], [-3.851, -0.770, 5.898], [-5.286, -2.799, 1.547], [-4.213, -1.551, 0.875], [-5.932, -1.244, 1.013], [-4.844, 0.034, 2.834], [-5.647, -1.299, 3.602], [-3.620, -3.423, 2.638], [-4.400, -3.273, 4.156], [-1.374, -3.139, 3.753], [-2.156, -4.562, 4.258], [-2.200, -3.229, 5.373], [-1.979, -0.927, 4.850], [-2.951, 0.362, 4.304], [-3.878, -1.799, 6.255], [-3.418, -0.110, 6.651], [-4.841, -0.390, 5.645], [-0.178, -8.851, -0.682], [-1.122, -7.612, -0.689], [-0.616, -6.443, 0.018], [0.644, -5.867, -0.446], [0.528, -5.217, -1.789], [-1.655, -5.431, 0.246], [-2.735, -5.791, 1.289], [-0.684, -9.732, -1.076], [0.038, -9.099, 0.357], [0.782, -8.767, -1.192], [-1.425, -7.305, -1.690], [-2.060, -7.934, -0.236], [1.004, -5.185, 0.324], [1.426, -6.618, -0.337], [0.301, -6.016, -2.495], [-0.271, -4.479, -1.854], [1.478, -4.728, -2.003], [-2.170, -5.271, -0.701], [-1.145, -4.500, 0.494], [-3.544, -5.081, 1.120], [-2.393, -5.687, 2.319], [-3.196, -6.771, 1.162], [-3.976, -2.974, -1.994], [-3.786, -1.859, -3.057], [-2.770, -2.292, -4.045], [-2.096, -1.110, -4.711], [-2.845, -0.386, -5.853], [-3.299, -3.322, -4.992], [-2.113, -3.950, -5.685], [-2.997, -3.356, -1.707], [-4.532, -3.776, -2.480], [-4.520, -2.585, -1.133], [-4.698, -1.559, -3.574], [-3.433, -0.956, -2.559], [-1.830, -0.379, -3.947], [-1.122, -1.444, -5.068], [-3.769, 0.068, -5.494], [-2.217, 0.433, -6.203], [-2.976, -0.978, -6.759], [-4.000, -2.803, -5.645], [-3.946, -4.021, -4.463], [-2.542, -4.669, -6.383], [-1.614, -4.527, -4.907], [-1.394, -3.259, -6.126], [-2.430, 3.494, -6.986], [-2.056, 3.707, -5.524], [-2.568, 5.009, -5.037], [-3.036, 4.994, -3.664], [-1.853, 4.762, -2.653], [-1.799, 6.168, -5.474], [-2.680, 7.434, -5.431], [-1.980, 2.620, -7.457], [-2.173, 4.359, -7.597], [-3.490, 3.251, -7.056], [-2.559, 2.950, -4.923], [-0.992, 3.602, -5.311], [-3.550, 5.911, -3.375], [-3.838, 4.256, -3.648], [-1.087, 5.535, -2.719], [-2.255, 5.016, -1.672], [-1.383, 3.780, -2.705], [-1.462, 6.080, -6.507], [-0.879, 6.226, -4.893], [-2.308, 8.283, -6.004], [-2.887, 7.773, -4.416], [-3.692, 7.286, -5.806], [3.163, 1.573, -7.899], [2.883, 2.157, -6.498], [1.964, 3.283, -6.404], [1.848, 3.676, -4.984], [1.154, 2.684, -4.071], [2.324, 4.503, -7.194], [1.159, 5.479, -7.461], [3.653, 2.273, -8.576], [2.289, 1.199, -8.431], [3.849, 0.737, -7.762], [2.436, 1.349, -5.919], [3.858, 2.342, -6.047], [1.194, 4.548, -4.969], [2.844, 3.977, -4.660], [1.881, 1.927, -3.775], [0.253, 2.213, -4.464], [0.962, 3.215, -3.139], [3.277, 4.889, -6.834], [2.660, 4.224, -8.193], [1.587, 6.185, -8.173], [0.289, 4.992, -7.901], [0.860, 5.972, -6.536], [2.473, -2.127, -8.363], [1.826, -1.714, -7.011], [2.555, -2.484, -5.962], [3.928, -1.960, -5.754], [4.806, -2.984, -5.065], [1.768, -2.723, -4.758], [1.469, -1.411, -3.985], [3.486, -1.744, -8.482], [1.875, -1.641, -9.133], [2.557, -3.190, -8.589], [1.877, -0.625, -6.976], [0.763, -1.952, -6.958], [4.368, -1.599, -6.684], [3.972, -1.054, -5.150], [4.532, -3.054, -4.013], [4.732, -3.937, -5.589], [5.868, -2.752, -5.153], [2.311, -3.451, -4.156], [0.857, -3.291, -4.944], [0.900, -0.678, -4.556], [2.429, -0.913, -3.847], [0.997, -1.610, -3.023], [4.036, -3.899, 6.488], [2.573, -3.687, 6.034], [2.295, -2.257, 5.720], [3.083, -1.808, 4.599], [2.892, -0.361, 4.130], [0.855, -1.850, 5.527], [-0.050, -2.293, 6.690], [4.292, -3.100, 7.184], [4.768, -3.895, 5.679], [4.177, -4.921, 6.841], [2.280, -4.377, 5.243], [1.930, -3.873, 6.894], [4.129, -1.922, 4.883], [2.917, -2.464, 3.745], [2.785, 0.313, 4.980], [3.644, 0.000, 3.428], [1.972, -0.325, 3.547], [0.560, -2.197, 4.536], [0.908, -0.761, 5.526], [-0.147, -3.378, 6.656], [-0.995, -1.761, 6.570], [0.424, -1.976, 7.619], [1.587, 5.846, -1.344], [1.003, 4.922, -0.268], [0.689, 5.581, 1.031], [-0.530, 6.363, 0.967], [-1.191, 6.450, 2.384], [1.786, 6.249, 1.759], [2.853, 5.222, 2.233], [1.593, 5.348, -2.314], [2.638, 6.080, -1.175], [1.013, 6.765, -1.463], [0.069, 4.452, -0.577], [1.584, 4.000, -0.261], [-0.357, 7.377, 0.608], [-1.193, 5.898, 0.237], [-1.293, 5.482, 2.873], [-0.525, 7.054, 3.000], [-2.182, 6.896, 2.293], [1.489, 6.868, 2.606], [2.331, 6.964, 1.142], [3.774, 5.671, 2.607], [3.161, 4.480, 1.496], [2.392, 4.656, 3.042], [4.275, -7.517, 5.573], [3.659, -8.372, 4.471], [2.755, -7.636, 3.541], [2.409, -8.440, 2.353], [3.566, -8.235, 1.351], [1.538, -7.174, 4.262], [0.911, -6.000, 3.382], [4.724, -6.599, 5.192], [5.015, -8.178, 6.024], [3.523, -7.189, 6.290], [4.503, -8.814, 3.940], [3.091, -9.159, 4.968], [1.487, -8.110, 1.874], [2.265, -9.501, 2.560], [3.388, -8.910, 0.515], [4.490, -8.607, 1.794], [3.682, -7.231, 0.943], [0.772, -7.921, 4.469], [1.774, -6.715, 5.222], [1.537, -5.246, 2.904], [0.370, -6.468, 2.560], [0.163, -5.528, 4.020], [0.068, 0.742, -1.450], [-0.705, -0.236, -0.591], [-0.301, -0.058, 0.822], [-0.587, -1.220, 1.648], [0.427, -2.304, 1.344], [-1.013, 1.128, 1.332], [-0.303, 1.682, 2.544], [-0.142, 1.796, -1.271], [-0.065, 0.513, -2.507], [1.126, 0.547, -1.274], [-1.786, -0.112, -0.652], [-0.471, -1.271, -0.839], [-0.476, -0.977, 2.704], [-1.604, -1.573, 1.478], [0.337, -3.105, 2.078], [0.361, -2.762, 0.357], [1.442, -1.912, 1.407], [-2.072, 0.971, 1.542], [-1.059, 1.911, 0.576], [0.645, 2.116, 2.226], [-0.007, 0.963, 3.307], [-0.877, 2.460, 3.048], [3.081, 3.478, 5.621], [1.630, 2.914, 5.566], [0.758, 3.657, 6.420], [0.560, 5.061, 6.133], [-0.069, 5.753, 7.357], [-0.527, 2.897, 6.437], [-0.445, 1.677, 7.414], [3.063, 4.511, 5.272], [3.788, 2.939, 4.991], [3.448, 3.470, 6.648], [1.321, 2.969, 4.523], [1.755, 1.872, 5.861], [1.521, 5.553, 5.988], [-0.107, 5.209, 5.284], [-0.089, 6.826, 7.169], [-1.089, 5.461, 7.605], [0.525, 5.547, 8.248], [-0.766, 2.559, 5.428], [-1.360, 3.562, 6.665], [0.241, 0.908, 7.058], [-1.406, 1.168, 7.499], [-0.091, 1.959, 8.405], [3.800, 1.608, 0.511], [4.744, 1.295, -0.715], [4.471, 2.257, -1.801], [5.141, 3.529, -1.476], [4.922, 4.529, -2.613], [4.666, 1.613, -3.127], [6.114, 1.156, -3.318], [2.757, 1.633, 0.195], [3.993, 2.517, 1.080], [3.769, 0.789, 1.229], [5.816, 1.272, -0.521], [4.472, 0.278, -0.995], [4.782, 4.015, -0.568], [6.210, 3.315, -1.441], [5.534, 4.319, -3.490], [3.851, 4.624, -2.795], [5.204, 5.525, -2.271], [4.353, 2.278, -3.932], [3.976, 0.774, -3.214], [6.505, 0.498, -2.542], [6.778, 2.019, -3.366], [6.222, 0.629, -4.266]],
  "gap_ev": 8.635,
  "e_homo_ev": -7.9,
  "lumo_energy_ev": 0.74,
  "spin_multiplicity": 1,
  "e_above_lowest_kj_mol": 409.86
}

(3)
{
  "formula": "C4H8O3S",
  "method": "ωB97M-V with the def2-TZVPD basis set",
  "symbols": ["O", "C", "S", "C", "O", "C", "C", "O", "H", "H", "H", "H", "H", "H", "H", "H"],
  "xyz": [[1.651, -1.252, -0.628], [0.939, -2.227, -0.577], [-0.804, -2.272, -0.582], [-1.239, -0.505, -0.861], [-1.567, 0.196, 0.298], [-0.475, 0.572, 1.123], [0.301, 1.771, 0.598], [0.964, 1.562, -0.634], [1.394, -3.250, -0.506], [-2.156, -0.528, -1.454], [-0.431, -0.032, -1.381], [0.197, -0.266, 1.257], [-0.893, 0.846, 2.088], [-0.373, 2.581, 0.431], [1.012, 2.069, 1.389], [1.480, 0.737, -0.562]],
  "gap_ev": 10.398,
  "e_homo_ev": -9.7,
  "lumo_energy_ev": 0.68,
  "spin_multiplicity": 1,
  "e_above_lowest_kj_mol": 113.01
}

(4)
{
  "formula": "C10H15AuClI2N2O2P",
  "method": "ωB97M-V with the def2-TZVPD basis set",
  "symbols": ["I", "I", "Au", "P", "C", "C", "H", "H", "H", "C", "H", "H", "H", "H", "H", "H", "C", "O", "Cl", "N", "C", "O", "C", "C", "C", "N", "C", "C", "H", "H", "H", "H", "H", "H"],
  "xyz": [[3.167, 0.960, -2.657], [3.743, -1.734, -2.342], [-0.584, -0.108, -0.798], [-0.489, -0.600, -3.131], [0.665, -0.821, -4.614], [-1.352, -2.181, -3.283], [-2.565, 0.574, -3.199], [-1.932, 0.376, -4.833], [-1.176, 1.587, -3.818], [-1.660, 0.608, -3.806], [-2.312, -2.168, -2.776], [-1.530, -2.424, -4.327], [0.044, -1.154, -5.474], [1.382, -1.629, -4.380], [-0.695, -2.969, -2.922], [1.173, 0.128, -4.895], [1.420, 0.782, -0.796], [1.971, 1.110, 0.240], [-2.906, -0.541, -0.346], [0.102, 1.766, 6.285], [0.868, 0.899, 5.524], [1.907, 0.428, 5.988], [0.430, 0.614, 4.089], [-0.604, 1.306, 3.420], [-0.935, 0.930, 2.096], [-0.173, 0.016, 1.434], [0.876, -0.603, 2.027], [1.191, -0.308, 3.343], [0.346, 1.838, 7.274], [-0.821, 2.075, 5.989], [-1.287, 2.045, 3.871], [-1.787, 1.385, 1.521], [1.473, -1.373, 1.518], [2.049, -0.814, 3.776]],
  "gap_ev": [5.558, 3.287],
  "e_homo_ev": [-13.6, -15.0],
  "total_charge": 2,
  "lumo_energy_ev": [-8.06, -11.72],
  "spin_multiplicity": 3
}